(1)
Here is the molecule C20H22N2O3S in a non-equilibrium geometry from the OMol25 dataset. Energies are from the ωB97M-V functional and the def2-TZVPD basis.

```
48
Properties=species:S:1:pos:R:3:forces:R:3
O -1.20664 3.05663 -2.51376 -0.1 -0.2 0.3
C -1.11441 -1.45673 3.60314 -0.1 -0.1 0.0
H 2.12901 1.10749 -3.26971 0.2 0.0 0.1
C 1.95387 -0.34545 -1.67142 0.2 0.3 0.0
H -2.02405 -1.87097 4.01204 -0.1 0.0 0.1
H -0.20067 -1.35852 -0.34996 -0.1 0.0 -0.2
C 2.68348 0.16441 0.69236 0.0 0.0 0.3
H 2.93302 1.57545 -1.74950 -0.1 0.0 -0.1
H -2.04579 -2.72952 -3.15921 0.0 -0.1 -0.1
H -4.21615 -2.69169 -0.10268 -0.1 0.0 0.1
H 2.23386 1.27099 4.60062 0.1 0.1 0.0
O 3.74889 0.64333 0.34210 0.2 0.1 -0.2
C 0.53846 -0.92491 0.30900 0.4 0.2 -0.2
H -2.19982 1.50950 -0.64928 -0.1 0.1 0.1
H 1.17666 -0.88722 -2.21215 0.1 0.0 0.0
H -1.42418 -1.38546 6.14067 0.0 0.0 0.0
C -1.35077 -0.71055 -3.03930 0.0 -0.1 -0.1
H 2.91999 -0.81609 -1.86679 0.0 -0.1 -0.1
C 2.04679 1.10470 -2.18218 0.4 -0.5 -0.3
C 1.22008 -0.39189 2.58339 -0.7 -0.4 -0.1
C -0.16827 -0.91138 4.47899 0.1 0.0 -0.2
C -2.07509 -1.80487 -2.60134 0.0 0.1 0.1
H 3.06928 0.50838 2.64712 0.0 0.0 -0.2
C -1.39648 0.46441 -2.31450 0.3 0.5 -0.3
H 1.78517 0.17785 5.90230 0.0 0.0 0.1
C 0.26506 -0.94186 1.70958 0.1 0.1 0.5
N 2.36393 0.12271 2.03180 0.3 0.2 0.4
O -0.00294 1.68543 -4.19038 0.1 -0.4 0.1
C -0.90940 -1.47687 2.24695 0.2 0.1 0.0
H -0.47791 0.08620 6.35291 0.0 0.0 0.1
C -3.62088 -2.92536 -0.98147 0.0 0.0 0.0
S -0.44452 1.88899 -2.84345 0.2 0.3 0.5
C -2.85106 -1.72746 -1.44652 0.0 0.0 0.0
H 3.01041 -0.31255 4.74102 0.1 0.0 0.1
H -2.94071 -3.74069 -0.73598 0.0 -0.1 0.0
C -0.45797 -0.92585 5.95086 0.0 0.0 0.0
H 0.29989 -1.49273 6.48996 0.0 0.0 0.1
H -3.50368 -0.44985 0.14568 -0.1 0.0 0.1
C -2.16656 0.56796 -1.17408 -0.1 0.1 0.1
H -1.64380 -1.90137 1.57976 -0.1 -0.1 -0.1
H 0.69553 2.05322 -0.90423 -0.2 0.1 0.2
C -2.89481 -0.52830 -0.74317 0.1 0.0 -0.1
C 1.00942 -0.37413 3.97355 0.0 0.0 0.0
H -4.28538 -3.27676 -1.76890 -0.1 -0.1 0.0
N 0.90415 1.92677 -1.88032 -0.8 0.2 -0.5
C 1.67234 -0.39630 -0.20125 -0.3 -0.2 -0.2
H -0.75960 -0.74240 -3.94129 0.1 -0.1 -0.1
C 2.06806 0.22410 4.85726 -0.1 -0.1 -0.1
```
Positions in Å, forces in eV/Å.

Computed properties:
Charge: 0
Multiplicity: 1
SMILES string: Cc1ccc(S(=O)(=O)NCCc2cc3ccc(C)c(C)c3[nH]c2=O)cc1
ΔE to the lowest compared entry with this formula, charge and spin: 0.0 kcal/mol



(2)
Here is a structure of composition C20H22N2O4PdS2Sb2Se from the OMol25 dataset. Energies are from the ωB97M-V functional and the def2-TZVPD basis.

```
54
Properties=species:S:1:pos:R:3:forces:R:3
C 4.37005 -0.38229 2.42015 0.0 0.0 0.0
H 2.16205 -2.36178 -3.96362 0.0 0.0 0.0
Sb -0.67875 -1.21942 0.86528 -0.1 -0.6 0.0
Pd -0.92028 -0.16528 -1.40233 0.0 0.8 0.2
H -1.67206 4.87037 -1.33865 0.0 0.0 0.0
C -4.35093 2.48931 0.03809 0.0 0.0 0.0
N -3.78027 7.29684 -0.11953 0.0 0.0 0.0
C -3.54873 4.73112 -0.32554 0.0 -0.1 0.0
C -3.68693 6.15231 -0.20716 0.0 0.0 0.0
O -1.72779 -3.41891 -0.93186 0.0 0.1 0.0
C 2.70431 1.02536 -1.79459 0.0 0.0 0.0
O 0.70634 -3.04456 -1.96590 -0.3 -0.2 0.0
C 2.40626 -1.61697 3.00838 0.0 0.0 0.0
H 0.96418 -3.25796 0.41147 0.0 0.0 0.0
C -2.35461 -2.20214 1.71996 0.0 0.1 0.1
H -5.10689 1.81735 0.42524 0.0 0.0 0.0
C 3.49696 -0.85110 3.38946 0.0 0.0 0.0
H -1.01531 0.98876 2.34612 0.0 0.0 0.0
O -1.13442 -4.44277 -3.36771 -0.1 -0.1 0.0
H -2.08551 -2.63266 2.68595 0.0 0.0 0.0
H 2.73940 1.35721 -0.75570 0.0 0.0 0.0
H 0.71468 0.59827 2.30697 0.0 0.0 0.0
S -0.77833 2.24148 -1.83221 0.1 -0.1 -0.1
H 5.21946 0.23259 2.69265 0.0 0.0 0.0
H 2.89716 -0.73718 -4.22194 0.0 0.0 0.0
Sb 1.49915 -0.79051 -1.92292 -0.1 0.0 0.1
C 0.89398 -2.66122 1.31876 0.0 0.1 0.0
H 3.65313 -0.61200 4.43470 0.0 0.0 0.0
C -5.69755 4.36028 0.84188 0.0 0.0 0.0
C -2.42709 4.20082 -0.94740 0.0 0.0 0.0
C -0.28421 0.18428 2.43643 0.0 0.1 0.0
C 2.00619 -1.28675 -3.91573 0.1 0.0 -0.1
H 2.24257 1.81909 -2.38270 0.0 0.0 0.0
O -1.27455 -1.75524 -3.08599 -0.2 -0.6 0.2
C -4.52998 3.86112 0.18247 0.0 0.0 0.0
Se -0.93350 -3.20928 -2.34429 0.6 0.3 -0.6
C -2.22572 2.82096 -1.08179 -0.1 -0.1 0.0
H -0.36453 -0.27623 3.42184 0.0 0.0 0.0
N -6.64546 4.74672 1.37070 0.0 0.0 0.0
H 0.53862 -3.27898 2.14443 0.0 0.0 0.0
C 4.15162 -0.71812 1.09209 0.0 0.0 0.0
H 1.15614 -1.03042 -4.54441 0.0 0.0 0.0
C -3.23331 1.94635 -0.59387 0.0 0.1 -0.1
H 3.87439 -1.79298 -1.26829 0.0 0.1 0.0
H -3.15729 -1.47516 1.83306 0.0 0.0 0.0
H 3.72139 0.84678 -2.15458 0.0 0.0 0.0
H 4.84251 -0.37173 0.33070 0.0 0.0 0.0
C 2.15270 -1.93853 1.67505 0.0 0.0 -0.1
H -2.64497 -2.96822 1.00651 0.0 0.0 0.0
C 3.07050 -1.50287 0.69439 -0.1 0.0 0.0
C 2.92417 -1.90328 -0.74027 0.0 0.0 0.0
H 2.59359 -2.93505 -0.82745 0.0 0.0 -0.1
H 1.70805 -1.96514 3.76233 0.0 0.0 0.0
S -3.15055 0.21738 -0.81862 0.1 0.0 0.0
```
Positions in Å, forces in eV/Å.

Computed properties:
Charge: -2
Multiplicity: 1
ΔE to the lowest compared entry with this formula, charge and spin: 0.0 kcal/mol